Arrangement P

{
  "formula": "C5H13NO2",
  "method": "ωB97M-V/def2-TZVPD",
  "symbols": ["H", "O", "C", "H", "C", "C", "H", "H", "C", "H", "C", "H", "H", "H", "H", "H", "H", "O", "N", "H", "H"],
  "xyz": [[-0.463, 1.154, -1.786], [2.169, -2.033, 0.522], [1.323, -1.608, 1.287], [-2.120, -1.048, -1.416], [-1.839, 0.823, -0.205], [-0.412, 1.002, -0.714], [1.224, -2.018, 2.294], [-3.542, -0.394, -0.684], [0.551, -0.126, -0.465], [-1.905, 1.001, 0.860], [-2.469, -0.531, -0.522], [1.586, -0.015, -0.753], [-0.262, -0.313, 1.504], [0.317, -1.022, -1.042], [3.741, 0.447, 0.060], [2.789, 1.528, 0.619], [-2.429, 1.578, -0.693], [3.646, 1.387, 0.226], [0.538, -0.547, 0.943], [-0.038, 1.958, -0.357], [-2.406, -1.221, 0.320]],
  "nbo_charge": [0.22, -0.62, 0.52, 0.21, -0.40, -0.41, 0.12, 0.22, -0.24, 0.19, -0.62, 0.23, 0.39, 0.20, 0.48, 0.47, 0.21, -0.94, -0.62, 0.21, 0.20],
  "gap_ev": 10.7,
  "e_homo_ev": -10.0,
  "e_lumo_ev": 0.7,
  "smiles": "CCCCNC=O.O"
}



Arrangement Q

{
  "formula": "C5H13NO2",
  "method": "ωB97M-V/def2-TZVPD",
  "symbols": ["C", "H", "H", "C", "H", "N", "H", "H", "O", "C", "H", "C", "H", "O", "C", "H", "H", "H", "H", "H", "H"],
  "xyz": [[-1.561, 1.585, -1.497], [0.474, 1.132, 5.991], [1.414, 3.037, -0.154], [0.858, 2.035, -1.939], [-1.894, 2.362, -2.174], [0.164, 0.376, -0.328], [1.148, 1.847, -2.967], [1.681, 0.824, 5.124], [0.741, 0.668, 5.169], [-0.759, -0.719, -0.083], [-2.374, 1.124, -0.956], [-0.271, 1.327, -1.330], [-1.201, -0.646, 0.918], [-0.695, -6.237, -0.602], [1.526, 2.938, -1.229], [-0.262, -1.689, 0.047], [2.356, 3.555, -1.555], [-1.458, -0.917, -0.896], [-0.107, -5.460, -0.545], [-0.842, -6.464, 0.313], [1.043, 0.011, -0.642]],
  "nbo_charge": [-0.50, 0.47, 0.20, -0.24, 0.21, -0.60, 0.22, 0.47, -0.93, -0.43, 0.21, 0.14, 0.20, -0.93, -0.35, 0.19, 0.20, 0.20, 0.47, 0.47, 0.36],
  "gap_ev": 9.0,
  "e_homo_ev": -8.3,
  "e_lumo_ev": 0.7,
  "smiles": "C=CC(=C)NC.O.O"
}



Name the least stable of them. arrangement Q.